Entry 1:
Formula: C39H65N3O3P2SbSiSn
Source: the OMol25 dataset
Level of theory: ωB97M-V/def2-TZVPD

Its LUMO energy is -0.3376 Eh. The molar mass comes out at 954.47 u. As for the total energy: -3340.9380 Eh. The charge is +3. Its energy relative to the best compared isomer or geometry (same formula, charge and spin) is 116.4 kJ/mol.

The geometry in XYZ format:
```
115
C39H65N3O3P2SbSiSn, DFT ωB97M-V/def2-TZVPD
Sn 0.297 0.137 -0.385
N -1.139 -1.491 1.354
C -1.744 -2.708 0.838
C -2.108 -3.731 1.705
C -2.735 -4.866 1.222
C -2.990 -4.993 -0.133
C -2.605 -3.989 -1.003
C -1.986 -2.835 -0.529
P -1.459 -1.519 -1.687
C -2.980 -0.545 -1.935
C -3.134 0.204 -3.102
C -4.240 1.020 -3.260
C -5.183 1.122 -2.247
C -5.036 0.375 -1.088
C -3.933 -0.447 -0.925
C -1.165 -2.457 -3.214
C -2.173 -2.807 -4.112
C -1.876 -3.654 -5.168
C -0.592 -4.148 -5.331
C 0.415 -3.775 -4.454
C 0.131 -2.933 -3.396
H -0.576 -1.750 2.164
H -1.892 -0.908 1.721
H -1.908 -3.644 2.765
H -3.032 -5.648 1.902
H -3.484 -5.871 -0.517
H -2.785 -4.102 -2.060
H -2.409 0.115 -3.900
H -4.376 1.574 -4.176
H -6.041 1.764 -2.370
H -5.797 0.418 -0.324
H -3.838 -1.058 -0.037
H -3.182 -2.438 -3.980
H -2.658 -3.941 -5.855
H -0.375 -4.834 -6.137
H 1.416 -4.158 -4.588
H 0.904 -2.652 -2.685
C 2.886 -0.783 5.138
C 3.537 0.076 4.074
C 3.500 1.542 4.464
Sb 2.548 -0.269 2.105
C 3.046 -2.392 1.794
C 3.161 -2.682 0.309
C 2.006 -3.309 2.420
C 4.089 0.624 0.807
C 5.488 0.525 1.378
C 3.713 2.062 0.492
H 3.342 -0.574 6.105
H 3.025 -1.840 4.930
H 1.819 -0.572 5.222
H 4.571 -0.240 3.932
H 2.484 1.866 4.689
H 3.920 2.187 3.693
H 4.093 1.686 5.365
H 4.013 -2.562 2.274
H 2.223 -2.433 -0.204
H 3.361 -3.740 0.150
H 3.972 -2.119 -0.146
H 1.065 -3.258 1.870
H 1.828 -3.068 3.466
H 2.352 -4.340 2.374
H 4.031 0.044 -0.117
H 5.598 1.153 2.258
H 6.216 0.869 0.644
H 5.736 -0.502 1.643
H 3.658 2.663 1.397
H 2.746 2.107 -0.022
H 4.463 2.517 -0.153
C -2.609 4.120 -2.651
O -1.464 3.390 -3.072
P -0.796 2.169 -2.257
O 0.152 2.927 -1.138
C 0.962 4.043 -1.521
O 0.370 1.862 -3.322
C 0.086 1.421 -4.649
H -2.882 4.771 -3.482
H -2.378 4.735 -1.778
H -3.436 3.445 -2.424
H 0.921 4.777 -0.718
H 0.589 4.494 -2.440
H 1.989 3.716 -1.666
H 0.120 0.330 -4.687
H 0.855 1.838 -5.296
H -0.886 1.780 -4.989
N 1.911 -0.225 -1.889
C 2.855 -0.043 -2.557
N 3.864 0.147 -3.295
C 5.042 -0.716 -3.267
C 6.257 0.069 -2.746
C 6.065 1.573 -2.960
C 5.351 1.827 -4.284
C 3.920 1.280 -4.223
H 5.215 -1.057 -4.291
H 4.835 -1.586 -2.643
H 7.141 -0.267 -3.288
H 6.424 -0.137 -1.688
H 7.034 2.069 -2.957
H 5.474 1.998 -2.145
H 5.909 1.351 -5.090
H 5.316 2.895 -4.497
H 3.595 0.941 -5.213
H 3.221 2.042 -3.870
C 0.064 3.274 2.655
Si -1.626 2.454 2.746
C -2.846 2.730 1.336
C -2.052 1.283 4.157
H 0.101 4.175 3.270
H 0.309 3.570 1.634
H 0.861 2.618 3.012
H -3.632 3.426 1.631
H -3.344 1.812 1.020
H -2.349 3.154 0.463
H -2.083 1.809 5.113
H -1.304 0.497 4.265
H -3.028 0.811 4.034
```

***

Entry 2:
Formula: C37H34BiN3O2S2Te
Source: the OMol25 dataset
Level of theory: ωB97M-V/def2-TZVPD

The multiplicity is 2. Its LUMO energy (spin up / spin down) is -0.0890 / -0.1385 Eh. The molar mass comes out at 953.41 u. As for the total energy: -3023.8349 Eh. The charge is +1. Its energy relative to the best compared isomer or geometry (same formula, charge and spin) is 18.8 kJ/mol.

The geometry in XYZ format:
```
80
C37H34BiN3O2S2Te, DFT ωB97M-V/def2-TZVPD
Bi 0.211 1.015 -1.252
S -4.426 0.496 -2.277
C -4.413 0.858 -0.579
C -5.484 0.954 0.302
C -5.208 1.274 1.617
C -3.893 1.483 2.050
C -2.828 1.381 1.179
C -3.102 1.071 -0.151
N -2.165 0.939 -1.167
C -2.713 0.636 -2.315
C -1.879 0.461 -3.505
C -2.429 0.187 -4.755
C -1.605 0.092 -5.862
C -0.237 0.288 -5.721
C 0.311 0.549 -4.472
C -0.494 0.622 -3.339
H -6.499 0.784 -0.029
H -6.022 1.361 2.324
H -3.708 1.715 3.091
H -1.803 1.511 1.505
H -3.499 0.058 -4.866
H -2.029 -0.116 -6.835
H 0.403 0.244 -6.593
H 1.375 0.721 -4.377
O 2.473 0.701 -2.180
S 3.492 -0.435 -2.256
C 4.438 -0.100 -3.778
C 3.896 -0.998 -4.886
C 3.481 -2.295 -4.196
C 2.660 -1.879 -2.983
H 5.481 -0.318 -3.548
H 4.335 0.970 -3.954
H 4.650 -1.164 -5.655
H 3.033 -0.532 -5.364
H 4.366 -2.854 -3.883
H 2.899 -2.948 -4.846
H 2.543 -2.632 -2.211
H 1.673 -1.509 -3.270
O 0.642 1.210 1.699
N 0.980 2.112 2.573
C 2.155 2.761 2.439
C 2.552 3.703 3.362
C 1.739 3.994 4.445
C 0.534 3.319 4.563
C 0.171 2.383 3.620
H 2.727 2.472 1.571
H 3.501 4.200 3.220
H 2.035 4.731 5.177
H -0.137 3.507 5.389
H -0.734 1.794 3.646
N 2.108 -1.649 0.214
C 2.561 -1.159 1.150
C 3.190 -0.566 2.301
C 4.454 0.002 2.169
C 5.062 0.577 3.274
C 4.411 0.581 4.500
C 3.154 0.001 4.630
C 2.540 -0.577 3.534
H 4.953 -0.016 1.208
H 6.047 1.013 3.179
H 4.890 1.029 5.361
H 2.657 -0.012 5.591
H 1.569 -1.044 3.622
C -3.519 -1.865 3.070
Te -1.560 -1.221 3.640
C -1.010 -1.588 1.611
C -2.261 -2.028 0.898
C -2.218 -2.318 -0.467
C -3.362 -2.705 -1.142
C -4.568 -2.803 -0.456
C -4.615 -2.522 0.898
C -3.464 -2.139 1.587
H -4.241 -1.084 3.305
H -3.780 -2.762 3.628
H -0.238 -2.354 1.566
H -0.603 -0.668 1.194
H -1.272 -2.245 -0.994
H -3.317 -2.936 -2.198
H -5.467 -3.109 -0.976
H -5.552 -2.607 1.436
```